(1)
This record from the OMol25 dataset describes 7 unconnected molecules or ions with the total composition C26H64NO10S8. The level of theory is wB97M-V/def2-TZVPD.

Bonds (Å) are listed after each position.
Cartesian coordinates (Å):
1 C 5.821 3.661 4.270  C2 1.646, H22 1.193, H23 1.188, H24 1.176
2 C 5.633 2.849 2.851  C1 1.646, C3 1.669, H25 1.175, H26 1.187
3 C 4.074 2.256 2.791  C2 1.669, C4 1.640, H27 1.194, H28 1.177
4 C 4.105 0.705 2.259  C3 1.640, O5 1.471, H29 1.171, H30 1.193
5 O 3.021 -0.151 2.767  C4 1.471, C6 1.471
6 C 1.693 0.310 2.332  O5 1.471, C7 1.658, C13 1.661, H31 1.171
7 C 1.530 0.078 0.698  C6 1.658, C8 1.640, H32 1.189, H33 1.185
8 C 0.029 -0.468 0.327  C7 1.640, N9 1.400, H34 1.175
9 N -0.517 -0.728 1.590  C8 1.400, O10 1.350, C13 1.543
10 O -1.791 -1.161 1.491  N9 1.350, C11 1.473
11 C -2.623 0.049 1.376  O10 1.473, C12 1.646, H35 1.188, H36 1.183
12 C -3.258 0.306 -0.121  C11 1.646, H37 1.192, H38 1.185, H39 1.178
13 C 0.345 -0.511 2.851  C6 1.661, N9 1.543, C14 1.639, S18 1.898
14 C -0.439 0.010 4.193  C13 1.639, S15 1.873, H40 1.194, H41 1.172
15 S -0.907 1.823 4.189  C14 1.873, C16 1.875
16 C -2.547 2.138 5.041  S15 1.875, C17 1.661, H42 1.182, H43 1.187
17 C -2.617 3.769 5.346  C16 1.661, H44 1.170, H45 1.191, H46 1.178
18 S 0.784 -2.310 3.268  C13 1.898, C19 1.873, O20 1.571, O21 1.566
19 C 1.640 -2.521 4.921  S18 1.873, H47 1.180, H48 1.189, H49 1.193
20 O 1.716 -2.873 2.136  S18 1.571
21 O -0.475 -3.239 3.289  S18 1.566
22 H 5.056 3.293 5.108  C1 1.193
23 H 6.900 3.387 4.687  C1 1.188
24 H 5.651 4.819 4.165  C1 1.176
25 H 5.798 3.597 1.960  C2 1.175
26 H 6.436 1.981 2.747  C2 1.187
27 H 3.493 2.948 2.011  C3 1.194
28 H 3.524 2.367 3.825  C3 1.177
29 H 4.213 0.733 1.094  C4 1.171
30 H 5.122 0.234 2.668  C4 1.193
31 H 1.421 1.433 2.522  C6 1.171
32 H 1.529 1.192 0.283  C7 1.189
33 H 2.448 -0.381 0.105  C7 1.185
34 H -0.483 -0.582 -0.725  C8 1.175
35 H -3.491 0.007 2.186  C11 1.188
36 H -1.960 0.997 1.624  C11 1.183
37 H -3.025 1.439 -0.408  C12 1.192
38 H -2.695 -0.338 -0.940  C12 1.185
39 H -4.422 0.132 -0.174  C12 1.178
40 H -1.465 -0.599 4.235  C14 1.194
41 H 0.109 -0.206 5.207  C14 1.172
42 H -2.680 1.498 6.026  C16 1.182
43 H -3.438 1.864 4.306  C16 1.187
44 H -3.001 4.019 6.423  C17 1.170
45 H -1.506 4.194 5.283  C17 1.191
46 H -3.227 4.309 4.495  C17 1.178
47 H 2.470 -3.360 4.919  C19 1.180
48 H 2.135 -1.511 5.309  C19 1.189
49 H 0.817 -2.850 5.721  C19 1.193
50 C 10.110 2.859 -0.669  S51 1.809, H54 1.093, H55 1.093, H56 1.092
51 S 8.867 3.819 0.228  C50 1.809, O52 1.500, C53 1.809
52 O 8.134 2.872 1.132  S51 1.500
53 C 7.806 4.135 -1.203  S51 1.809, H57 1.092, H58 1.093, H59 1.092
54 H 10.866 2.519 0.042  C50 1.093
55 H 9.644 1.992 -1.144  C50 1.093
56 H 10.584 3.490 -1.424  C50 1.092
57 H 7.481 3.190 -1.644  C53 1.092
58 H 8.354 4.726 -1.941  C53 1.093
59 H 6.931 4.698 -0.869  C53 1.092
60 C 7.775 -0.662 -3.801  S61 1.809, H64 1.093, H65 1.093, H66 1.092
61 S 8.237 0.996 -4.358  C60 1.809, O62 1.500, C63 1.809
62 O 7.977 1.942 -3.223  S61 1.500
63 C 6.881 1.181 -5.541  S61 1.809, H67 1.092, H68 1.093, H69 1.092
64 H 8.473 -0.973 -3.020  C60 1.093
65 H 6.760 -0.652 -3.396  C60 1.093
66 H 7.837 -1.360 -4.639  C60 1.092
67 H 5.921 1.078 -5.029  C63 1.092
68 H 6.972 0.423 -6.323  C63 1.093
69 H 6.946 2.174 -5.991  C63 1.092
70 C -5.942 -3.446 0.241  S71 1.809, H74 1.093, H75 1.093, H76 1.092
71 S -4.659 -2.867 -0.895  C70 1.809, O72 1.500, C73 1.809
72 O -5.301 -1.896 -1.842  S71 1.500
73 C -4.466 -4.436 -1.775  S71 1.809, H77 1.092, H78 1.093, H79 1.092
74 H -6.249 -2.609 0.873  C70 1.093
75 H -6.805 -3.809 -0.322  C70 1.093
76 H -5.540 -4.244 0.870  C70 1.092
77 H -5.419 -4.739 -2.214  C73 1.092
78 H -4.112 -5.202 -1.081  C73 1.093
79 H -3.729 -4.300 -2.569  C73 1.092
80 C -1.143 1.982 -4.551  S81 1.809, H84 1.093, H85 1.093, H86 1.092
81 S -0.157 0.730 -3.695  C80 1.809, O82 1.500, C83 1.809
82 O -0.948 0.271 -2.506  S81 1.500
83 C 1.114 1.869 -3.096  S81 1.809, H87 1.092, H88 1.093, H89 1.092
84 H -2.025 1.498 -4.978  C80 1.093
85 H -1.461 2.755 -3.847  C80 1.093
86 H -0.551 2.426 -5.355  C80 1.092
87 H 0.658 2.649 -2.481  C83 1.092
88 H 1.633 2.317 -3.946  C83 1.093
89 H 1.829 1.305 -2.493  C83 1.092
90 C -9.732 -1.905 0.417  S91 1.809, H94 1.093, H95 1.093, H96 1.092
91 S -9.411 -2.892 1.899  C90 1.809, O92 1.500, C93 1.809
92 O -8.942 -4.243 1.447  S91 1.500
93 C -11.143 -3.056 2.394  S91 1.809, H97 1.092, H98 1.093, H99 1.092
94 H -8.781 -1.712 -0.084  C90 1.093
95 H -10.393 -2.451 -0.261  C90 1.093
96 H -10.189 -0.955 0.703  C90 1.092
97 H -11.717 -3.531 1.595  C93 1.092
98 H -11.554 -2.068 2.616  C93 1.093
99 H -11.190 -3.677 3.292  C93 1.092
100 C -4.144 -4.013 -6.618  S101 1.809, H104 1.093, H105 1.093, H106 1.092
101 S -5.538 -3.672 -5.517  C100 1.809, O102 1.500, C103 1.809
102 O -6.720 -3.338 -6.378  S101 1.500
103 C -4.885 -2.117 -4.863  S101 1.809, H107 1.092, H108 1.093, H109 1.092
104 H -4.352 -4.934 -7.167  C100 1.093
105 H -4.016 -3.191 -7.326  C100 1.093
106 H -3.235 -4.143 -6.026  C100 1.092
107 H -4.712 -1.411 -5.679  C103 1.092
108 H -3.952 -2.309 -4.328  C103 1.093
109 H -5.618 -1.697 -4.171  C103 1.092

Total charge: +1
Maximum force (Eh/bohr): 0.1678
Orbital gap (Ha): 0.22215

***

(2)
This record from the OMol25 dataset describes 2 unconnected molecules or ions with the total composition C4H2INO2. The level of theory is wB97M-V/def2-TZVPD.

Bonds (Å) are listed after each position.
Cartesian coordinates (Å):
1 C 0.973 0.990 0.255  C3 1.263, N5 1.222
2 C -1.576 0.700 -0.001  C3 1.325, O7 1.330, H9 1.085
3 C -0.267 0.760 0.189  C1 1.263, C2 1.325
4 C 0.275 -1.869 -0.388  O6 1.133
5 N 2.129 1.372 0.365  C1 1.222, I8 2.032
6 O 0.831 -2.315 0.493  C4 1.133
7 O -2.263 -0.355 -0.431  C2 1.330, H10 0.975
8 I 3.787 0.264 -0.027  N5 2.032
9 H -2.224 1.543 0.213  C2 1.085
10 H -1.666 -1.089 -0.667  O7 0.975

Total charge: 0
Maximum force (Eh/bohr): 0.0270
Orbital gap (Ha): 0.30650